{"formula": "C6H10O3", "method": "wB97M-V/def2-TZVPD", "multiplicity": 1, "lumo_ev": 0.64, "orbital_gap_ha": 0.3451, "de_lowest_ev": 2.421, "elements": ["C", "C", "C", "C", "C", "C", "O", "O", "O", "H", "H", "H", "H", "H", "H", "H", "H", "H", "H"], "xyz": [[-2.335565, 0.883021, -0.409123], [-0.226341, -1.883213, -0.471881], [2.077202, 0.485771, 1.225585], [-0.942938, 0.731130, 0.112355], [-0.070038, -0.513671, 0.117405], [1.182253, 0.321542, 0.043998], [-0.778343, -0.148497, 1.282143], [1.843688, 0.327040, -1.119632], [-0.025769, 1.704083, 0.011374], [1.218328, 0.414330, -1.854000], [-2.836429, 1.654590, 0.175902], [-2.889738, -0.049235, -0.321324], [-2.308824, 1.206491, -1.449117], [-1.281610, -2.096347, -0.632293], [0.298653, -1.964794, -1.424684], [0.179412, -2.632314, 0.210608], [2.811034, -0.323305, 1.218418], [2.600581, 1.436538, 1.150208], [1.484444, 0.446841, 2.134059]], "atomic_forces_ev_per_a": [[0.2, 0.3, 0.3], [0.2, 0.1, 0.3], [-0.1, 0.0, -0.2], [0.4, -2.9, -0.6], [-1.5, 0.8, -0.8], [-0.9, 1.5, 0.3], [-0.1, 0.6, 0.3], [-0.1, 0.4, -0.1], [1.9, -0.7, 0.4], [0.0, -0.2, 0.1], [-0.2, 0.0, 0.0], [0.1, 0.0, 0.0], [0.0, 0.0, 0.0], [0.0, 0.0, 0.0], [0.0, 0.0, 0.0], [0.0, -0.1, 0.0], [0.0, 0.0, 0.0], [0.0, 0.0, 0.0], [0.0, 0.0, 0.0]]}